This record from the OMol25 dataset describes 11 unconnected molecules or ions with the total composition C36H103N9O11 at a distorted geometry. The level of theory is ωB97M-V with the def2-TZVPD basis set.

Positions of all 159 atoms, in Å:
O 3.710975 2.344798 0.320489
H 2.949829 2.176491 0.897600
H 3.329378 2.853187 -0.452096
O -3.668518 -1.976769 -1.421257
H -4.375552 -1.727029 -2.025297
H -3.173623 -1.102437 -1.275187
C 2.863350 -3.451640 -1.419363
C 1.656723 -4.154782 -1.973688
C 1.021118 -3.468579 -3.207569
O 0.010252 -4.244579 -3.774874
C -0.960249 -3.478702 -4.525400
N 2.012537 -5.529888 -2.319498
H 3.334174 -4.020804 -0.619493
H 2.449677 -2.539206 -0.979452
H 3.578761 -3.084526 -2.204321
H 0.805846 -4.222333 -1.286877
H 1.847113 -3.419695 -3.977776
H 0.700999 -2.436744 -2.974672
H -1.710114 -4.158904 -4.946864
H -0.371009 -2.972067 -5.299391
H -1.483365 -2.788014 -3.843351
H 1.415646 -5.987468 -3.020674
H 2.923974 -5.565982 -2.746644
C -0.578481 -4.673150 4.911656
C 0.805192 -4.178593 4.457307
C 0.479152 -2.932295 3.640511
O 1.683178 -2.399050 3.176411
C 2.208877 -3.033430 2.078351
N 1.764436 -3.941277 5.544774
H -0.478658 -5.412162 5.695625
H -1.092257 -5.215191 4.125042
H -1.193550 -3.849691 5.246793
H 1.286711 -4.857597 3.766233
H -0.047103 -2.200064 4.265107
H -0.072147 -3.136084 2.723342
H 2.797039 -3.915397 2.284858
H 2.869310 -2.354813 1.509014
H 1.427473 -3.360903 1.416631
H 2.447033 -3.251149 5.316261
H 1.297340 -3.463090 6.332926
C -0.158773 4.088695 2.324951
C 0.638856 3.956837 3.617756
C 1.990540 3.315963 3.311777
O 1.903015 1.984601 2.812631
C 1.864995 0.944951 3.752433
N 0.972991 5.258689 4.238676
H -0.156175 3.097797 1.884035
H 0.443757 4.764125 1.726089
H -1.110068 4.577834 2.489228
H 0.113740 3.329309 4.388898
H 2.678896 3.369881 4.149566
H 2.443051 3.870051 2.484609
H 1.400295 0.053720 3.289626
H 1.218913 1.188064 4.597218
H 2.816573 0.673864 4.256514
H 1.652933 5.717997 3.682841
H 0.278851 5.951339 4.360128
C -5.159761 -3.470403 3.473731
C -4.583958 -2.902306 2.124702
C -3.478498 -3.723308 1.631139
O -3.989107 -4.938867 1.062803
C -2.873323 -5.668748 0.688549
N -5.597308 -2.759807 1.071280
H -5.795013 -4.277289 3.250462
H -5.702137 -2.786455 4.155850
H -4.367670 -3.889815 4.083598
H -4.174604 -1.898739 2.302031
H -2.751168 -4.030321 2.358636
H -2.980430 -3.120817 0.856087
H -2.247488 -5.874726 1.593563
H -2.375292 -5.091440 -0.109542
H -3.148138 -6.617618 0.266929
H -6.166465 -3.606133 1.060033
H -5.143343 -2.571327 0.189091
C 3.633218 5.875287 -1.462503
C 2.279666 5.123722 -1.667022
C 1.342220 5.765353 -2.679764
O 0.129794 5.007712 -2.683095
C -0.879122 5.691615 -3.421533
N 2.512097 3.672539 -1.951759
H 4.357628 5.728692 -2.264166
H 4.141844 5.487922 -0.555630
H 3.521352 6.959569 -1.416205
H 1.750920 5.300985 -0.729085
H 1.827121 5.734316 -3.687116
H 1.181494 6.832451 -2.454006
H -1.718880 5.032893 -3.416732
H -0.522649 5.862015 -4.429973
H -1.199514 6.602817 -2.933928
H 1.632597 3.225271 -2.152215
H 3.077848 3.732958 -2.825889
C -2.613159 3.629380 -0.466569
C -3.919400 3.385836 -1.269966
C -4.935799 2.597489 -0.419167
O -4.329905 1.436848 0.084718
C -5.330299 0.555786 0.672882
N -4.485438 4.576832 -1.884353
H -1.894125 4.062477 -1.128207
H -2.197740 2.731750 0.006532
H -2.797828 4.352029 0.327651
H -3.622200 2.717891 -2.055657
H -5.714331 2.511228 -1.180652
H -5.425752 3.149707 0.416906
H -4.929033 -0.384040 1.059661
H -6.167161 0.404406 0.027951
H -5.634966 1.054823 1.587119
H -4.738328 5.203865 -1.118069
H -5.426342 4.379947 -2.303955
C 5.882852 -0.369932 0.610671
C 5.188220 -0.020613 1.991172
C 5.658465 -1.094260 2.995208
O 5.347008 -2.318124 2.460564
C 5.887685 -3.381574 3.197450
N 5.512593 1.298547 2.456023
H 5.698445 0.500309 -0.065568
H 5.519332 -1.276448 0.135520
H 6.972378 -0.407733 0.794399
H 4.074274 -0.028304 1.841423
H 5.154157 -0.965923 3.977334
H 6.747573 -1.080302 3.177366
H 6.980690 -3.271810 3.411764
H 5.675604 -4.308115 2.719982
H 5.378542 -3.374296 4.185802
H 4.959113 1.969609 1.918106
H 6.459800 1.531603 2.181673
C -1.718210 -0.411700 1.477149
C -1.050723 0.175367 0.231037
C 0.061901 -0.751123 -0.096781
O 0.649022 -0.428098 -1.369024
C 1.903466 0.202783 -1.215930
N -1.954106 0.209518 -0.933671
H -0.941651 -0.698355 2.167271
H -2.308668 -1.250247 1.135814
H -2.300524 0.253513 2.068404
H -0.613689 1.188140 0.520635
H -0.358237 -1.762604 -0.177916
H 0.812487 -0.780738 0.699082
H 2.229804 0.447943 -2.227732
H 2.632194 -0.526866 -0.790661
H 1.841758 1.022954 -0.479474
H -1.444268 0.446178 -1.807870
H -2.791406 0.800758 -0.855969
C 0.378080 1.380698 -4.237271
C -0.584557 1.251130 -5.406723
C -1.859662 0.534370 -4.960473
O -2.622631 0.333580 -6.054936
C -3.950019 -0.041070 -5.738251
N -0.945077 2.482314 -6.001544
H 1.169765 2.058551 -4.504352
H 0.868766 0.409075 -4.097209
H -0.106651 1.859750 -3.357769
H -0.070883 0.614864 -6.147440
H -2.415914 1.286568 -4.333049
H -1.695416 -0.390884 -4.383666
H -4.464946 -0.169461 -6.649821
H -4.470335 0.690529 -5.159140
H -4.029863 -1.042309 -5.242599
H -1.083507 2.469818 -7.003816
H -1.699015 2.944055 -5.522504

Atoms 1-3, force components in eV/Å:
O -0.5783 0.6222 -0.4821
H 0.1656 -0.0198 0.1069
H 0.3591 -0.4842 0.4934

E_HOMO: -8.67 eV
net charge: 0
SMILES: COC[C@H](C)N.COC[C@H](C)N.COC[C@H](C)N.COC[C@H](C)N.COC[C@H](C)N.COC[C@H](C)N.COC[C@H](C)N.COC[C@H](C)N.COC[C@H](C)N.O.O
energy: -74930.2775 eV
2S+1: 1